{
  "formula": "C26H31AsN3O11OsP",
  "method": "the ωB97M-V functional and the def2-TZVPD basis",
  "species": ["Os", "O", "C", "C", "O", "O", "C", "C", "C", "C", "C", "C", "C", "C", "C", "C", "C", "C", "H", "H", "H", "H", "H", "H", "H", "H", "H", "H", "H", "O", "N", "O", "C", "C", "C", "C", "O", "C", "C", "N", "O", "O", "N", "O", "O", "H", "H", "C", "As", "C", "C", "O", "H", "H", "H", "H", "H", "H", "H", "H", "H", "C", "P", "C", "C", "H", "H", "H", "H", "H", "H", "H", "H", "H"],
  "coordinates": [[0.847, -1.980, -0.656], [0.016, -1.291, 1.063], [-1.209, -2.144, 1.452], [-1.655, -2.959, 0.221], [-2.762, -3.415, 0.217], [-0.665, -3.210, -0.661], [-0.805, -3.049, 2.615], [-1.014, -4.452, 2.558], [-0.566, -5.229, 3.643], [-0.143, -4.627, 4.869], [-0.177, -3.246, 5.011], [-0.505, -2.487, 3.889], [-2.229, -1.103, 1.870], [-3.425, -1.517, 2.373], [-4.438, -0.628, 2.678], [-4.326, 0.725, 2.249], [-3.102, 1.104, 1.812], [-2.091, 0.233, 1.524], [0.574, -0.912, 1.785], [-1.545, -4.952, 1.755], [-0.634, -6.313, 3.559], [0.235, -5.243, 5.667], [0.048, -2.799, 5.973], [-0.698, -1.451, 4.004], [-3.669, -2.572, 2.396], [-5.315, -1.016, 3.186], [-5.149, 1.454, 2.273], [-2.815, 2.064, 1.473], [-1.104, 0.617, 1.196], [1.451, 3.003, -6.350], [2.061, 1.948, -6.076], [3.191, 1.697, -6.476], [1.455, 1.160, -4.996], [0.162, 1.413, -4.631], [-0.460, 0.509, -3.717], [0.304, -0.439, -2.981], [-0.096, -0.757, -1.740], [1.632, -0.666, -3.411], [2.196, 0.193, -4.366], [2.448, -1.609, -2.898], [1.892, -2.628, -2.138], [3.610, -1.835, -3.314], [-1.799, 0.621, -3.284], [-3.992, 5.205, -0.728], [-2.309, 1.731, -3.464], [-0.493, 2.133, -5.168], [3.251, 0.202, -4.620], [4.604, 0.632, -0.810], [3.800, -0.740, 0.280], [3.807, -0.373, 2.176], [4.640, -2.473, 0.109], [2.077, -0.578, -0.241], [5.709, 0.682, -0.685], [4.113, 1.555, -0.691], [4.518, 0.214, -1.818], [4.640, 0.353, 2.374], [4.052, -1.347, 2.726], [2.869, 0.115, 2.398], [5.720, -2.514, 0.290], [4.344, -2.867, -0.852], [4.108, -3.185, 0.788], [-1.924, 5.238, 1.139], [-2.570, 4.851, -0.498], [-1.448, 5.431, -1.761], [-2.464, 2.967, -0.659], [-1.818, 4.292, 1.715], [-2.769, 5.816, 1.579], [-1.076, 5.931, 1.179], [-0.957, 6.380, -1.433], [-1.981, 5.431, -2.685], [-0.679, 4.742, -1.902], [-1.610, 2.473, -0.151], [-2.419, 2.854, -1.753], [-3.468, 2.635, -0.447]],
  "forces_ev_per_a": [[-1.68, -1.20, 0.55], [-0.47, -0.74, 0.33], [0.21, 1.17, 1.73], [-0.60, -0.20, 1.17], [1.27, 0.27, -0.74], [0.57, 0.30, -0.31], [-0.94, -1.12, 0.90], [1.07, 0.43, 0.89], [-0.24, 0.75, 0.82], [-0.04, -0.56, -1.71], [-0.02, -0.36, -0.79], [-0.18, -0.62, -0.91], [0.48, 0.03, -1.58], [-1.20, -0.79, 0.54], [-0.45, 1.18, -0.66], [-1.16, -1.12, 1.40], [0.99, 0.75, -1.30], [1.90, -0.76, 0.99], [-0.91, -0.69, -0.39], [0.40, 0.15, -0.21], [0.02, 0.26, 0.15], [-0.19, -0.20, 0.19], [-0.10, 0.14, -0.19], [0.25, 1.08, 0.10], [0.26, -0.06, 0.61], [-0.13, 0.19, -0.37], [0.38, -0.53, 0.36], [-0.75, 1.15, 0.27], [-1.02, -0.14, -0.02], [-0.28, 2.63, -1.75], [-3.08, -3.30, 4.54], [2.26, 0.26, -1.33], [1.74, 0.88, -1.33], [-3.38, -1.34, 0.19], [1.41, 1.42, -0.42], [-0.15, 0.69, 1.69], [-0.35, 0.62, -2.29], [0.79, 1.35, -1.39], [0.88, -0.22, -0.25], [1.53, -2.69, -0.48], [0.98, 0.45, -0.75], [-1.74, 0.81, 1.01], [-2.02, 2.24, -0.09], [0.35, 0.38, 0.17], [1.27, -2.44, -0.08], [0.58, -0.40, 0.70], [-0.11, -0.74, 0.15], [1.53, -2.07, -0.51], [0.00, 0.82, 0.29], [1.48, -0.46, 0.13], [-1.55, -0.96, 0.08], [3.08, -0.19, 0.75], [-0.78, 0.13, 0.47], [-0.56, 1.07, 0.17], [-0.35, 0.32, -0.07], [-0.75, -0.63, -0.16], [-0.75, 1.48, -0.65], [-0.20, -0.12, 0.48], [-0.32, 0.42, -0.09], [0.51, 0.01, -0.67], [0.53, 0.75, 0.01], [-0.91, 0.45, 0.67], [-0.79, -2.07, -0.20], [0.17, 1.55, 1.17], [0.51, 1.73, -0.99], [0.27, 0.85, -0.25], [0.46, -0.46, -0.04], [0.12, -0.56, -0.06], [-0.72, -0.45, -0.75], [-0.49, 0.68, -0.62], [1.53, -1.34, 0.02], [-0.69, 0.18, -0.36], [0.34, -0.08, 0.46], [-0.05, -0.41, 0.62]],
  "lowdin_spin": [1.47, 0.00, 0.00, 0.01, 0.02, 0.17, 0.00, 0.00, 0.00, 0.00, 0.00, 0.00, 0.00, 0.00, 0.00, 0.00, 0.00, 0.00, 0.00, 0.00, 0.00, 0.00, 0.00, 0.00, 0.00, 0.00, 0.00, 0.00, 0.00, 0.73, 0.21, 0.64, -0.01, -0.06, -0.01, -0.09, -0.06, -0.02, 0.16, 0.19, 0.12, 0.35, 0.00, 0.00, 0.00, 0.00, 0.01, 0.00, 0.02, 0.00, 0.00, 0.14, 0.00, 0.00, 0.00, 0.00, 0.00, 0.00, 0.00, 0.00, 0.00, 0.00, 0.00, 0.00, 0.00, 0.00, 0.00, 0.00, 0.00, 0.00, 0.00, 0.00, 0.00, 0.00],
  "multiplicity": 5,
  "homo_lumo_gap_ev": [4.0, 3.0],
  "e_above_lowest_kj_mol": 110.9,
  "s2": 6.281,
  "charge": 2
}

---

{
  "formula": "C26H31CoN2O8",
  "method": "the ωB97M-V functional and the def2-TZVPD basis",
  "species": ["O", "C", "C", "H", "H", "C", "H", "H", "C", "H", "H", "H", "C", "H", "H", "H", "Co", "C", "C", "C", "H", "C", "C", "H", "H", "H", "H", "C", "C", "C", "H", "C", "C", "H", "H", "H", "H", "O", "C", "C", "H", "H", "C", "H", "H", "C", "H", "H", "H", "H", "O", "C", "O", "C", "C", "C", "C", "C", "C", "N", "O", "O", "N", "O", "O", "H", "H", "H"],
  "coordinates": [[-1.921, 5.140, -2.012], [-3.213, 4.942, -2.739], [-3.299, 6.381, -3.203], [-4.027, 4.609, -2.049], [-3.104, 4.201, -3.566], [-1.942, 6.553, -2.439], [-4.129, 6.968, -2.808], [-3.214, 6.535, -4.280], [-2.062, 7.407, -1.188], [-2.950, 7.083, -0.617], [-2.159, 8.472, -1.453], [-1.152, 7.281, -0.584], [-0.756, 6.922, -3.332], [-0.709, 6.274, -4.229], [0.186, 6.858, -2.763], [-0.880, 7.969, -3.654], [1.884, -1.332, 0.362], [3.041, -1.983, -1.151], [2.106, -2.911, -1.732], [1.052, -2.181, -2.326], [2.269, -3.981, -1.810], [1.281, -0.795, -2.141], [2.519, -0.632, -1.415], [3.111, 0.280, -1.388], [4.046, -2.214, -0.817], [0.243, -2.621, -2.919], [0.719, 0.025, -2.588], [2.878, -1.039, 2.773], [3.262, -0.405, 1.533], [2.181, 0.531, 1.182], [4.257, -0.429, 1.083], [1.175, 0.414, 2.198], [1.634, -0.504, 3.181], [1.124, -0.720, 4.132], [3.507, -1.733, 3.328], [2.266, 1.344, 0.465], [0.240, 0.991, 2.208], [-1.040, 1.917, 0.272], [-0.348, 2.451, -0.910], [-1.371, 2.392, -2.068], [0.563, 1.872, -1.196], [-0.078, 3.503, -0.717], [-2.581, 1.658, -1.479], [-1.003, 1.953, -2.999], [-1.697, 3.417, -2.262], [-1.838, 0.868, -0.401], [-3.127, 1.062, -2.204], [-3.208, 2.428, -1.010], [-1.137, 0.144, -0.911], [-2.486, 0.278, 0.242], [2.911, -3.739, 1.319], [1.673, -3.729, 1.459], [0.855, -2.814, 1.000], [1.025, -4.844, 2.250], [-0.013, -5.581, 1.677], [-0.479, -6.733, 2.349], [0.002, -7.089, 3.612], [0.971, -6.276, 4.213], [1.477, -5.138, 3.547], [1.433, -6.602, 5.531], [0.987, -7.642, 6.074], [2.246, -5.843, 6.092], [-1.311, -7.672, 1.660], [-1.727, -7.406, 0.516], [-1.586, -8.740, 2.257], [-0.411, -5.314, 0.702], [-0.373, -7.977, 4.108], [2.210, -4.501, 4.036]],
  "forces_ev_per_a": [[-1.66, 1.39, -1.35], [0.01, -1.03, 0.40], [0.93, 0.31, 0.28], [0.73, 0.18, -0.46], [-0.01, 0.40, 0.69], [-0.36, 0.24, 0.01], [0.12, -0.08, 0.01], [-0.07, -0.08, 0.11], [0.14, 0.12, -0.14], [0.47, 0.20, -0.13], [-0.03, -0.28, 0.12], [-0.33, 0.03, 0.00], [-0.12, -0.01, 0.21], [0.02, 0.28, 0.52], [-0.28, -0.11, -0.26], [0.05, -0.33, 0.01], [-1.73, -0.29, 0.88], [-0.13, 0.27, -2.41], [0.69, 1.12, -0.22], [0.22, 0.09, -0.12], [-0.22, 0.12, 0.34], [0.94, -0.43, 0.18], [0.33, -1.22, -2.08], [-0.26, -0.18, 0.25], [-0.25, 0.00, 0.11], [0.18, 0.21, 0.46], [-0.03, -0.27, 0.28], [0.17, 1.11, -0.53], [-0.13, 1.20, 1.50], [0.64, 0.24, 1.60], [-0.42, -0.09, 0.13], [0.51, 0.03, -0.09], [0.06, 0.00, -0.08], [0.16, -0.12, -0.70], [-0.29, 0.06, -0.23], [-0.22, -0.39, 0.09], [0.56, -0.41, 0.00], [-0.10, -1.18, -2.13], [-0.06, 0.17, 0.05], [-0.65, 0.97, -0.19], [-0.56, 0.18, 0.71], [0.00, -0.50, 0.19], [1.10, 0.06, 0.42], [0.16, -0.17, 0.24], [0.76, -0.99, -0.33], [0.43, -0.11, -0.21], [-0.12, -0.10, 0.03], [-0.23, -0.50, -0.01], [-0.54, 0.58, 0.58], [0.19, 0.39, 0.66], [-1.64, -0.47, 0.50], [0.48, 1.56, -0.71], [0.32, -2.22, 1.16], [-0.36, -0.01, 0.32], [0.08, -0.78, 0.45], [1.58, 1.15, 0.43], [0.10, 0.20, -0.04], [-0.70, 0.89, -1.73], [-0.26, -0.72, -0.01], [0.73, -0.83, 2.80], [0.80, 1.91, -1.11], [-1.40, -1.23, -1.16], [-2.07, -2.01, -0.93], [0.85, -0.28, 1.99], [0.45, 1.88, -1.18], [0.14, -0.06, 0.17], [0.18, 0.19, -0.11], [-0.03, -0.22, -0.22]],
  "lowdin_spin": [0.00, 0.00, 0.00, 0.00, 0.00, 0.00, 0.00, 0.00, 0.00, 0.00, 0.00, 0.00, 0.00, 0.00, 0.00, 0.00, 2.45, -0.01, 0.10, 0.07, 0.01, 0.10, 0.00, 0.00, 0.00, 0.00, 0.01, 0.05, 0.01, 0.01, 0.00, 0.06, 0.07, 0.00, 0.00, 0.00, 0.00, 0.00, 0.00, 0.00, 0.00, 0.00, 0.00, 0.00, 0.00, 0.00, 0.00, 0.00, 0.00, 0.00, 0.01, 0.01, 0.03, 0.00, 0.00, 0.00, 0.00, 0.00, 0.00, 0.00, 0.00, 0.00, 0.00, 0.00, 0.00, 0.00, 0.00, 0.00],
  "multiplicity": 4,
  "homo_lumo_gap_ev": [4.6, 5.5],
  "e_above_lowest_kj_mol": 87.1,
  "s2": 3.778,
  "charge": -1
}

---

- Which formula does entry 1 have?
  C26H31AsN3O11OsP

---

- Among the records above, which one has the lowest charge?
  C26H31CoN2O8

---

- Number 2 is which compound?
  C26H31CoN2O8

---

- Which value of charge does entry 1 give?
  +2